No. 1
The following is a DFT calculation (ωB97M-V/def2-TZVPD) of C10H17CsFMgN3NaO9 as an isolated structure.

Last column: Mulliken charge in e.
Cartesian coordinates (Å):
C (0.8238, -0.7265, 1.1345)  -0.4932
C (0.2434, -2.1633, 1.5283)  -0.2540
C (-0.4514, -2.0900, 2.9157)  -1.1979
N (-1.8101, -1.4777, 2.9165)  -0.3661
C (-2.7416, -2.0777, 1.9649)  1.2482
C (-2.8385, -3.6167, 1.8610)  0.2102
O (-2.3972, -4.3565, 2.7473)  -0.7018
O (-3.4103, -4.0574, 0.8538)  -0.7338
C (-2.8392, -1.4410, 0.5566)  -0.7846
O (-3.5179, -0.1691, 0.8642)  -0.5741
C (-3.8483, -0.1900, 2.2203)  0.7012
O (-3.9081, 0.7130, 2.9550)  -0.4758
O (-4.0292, -1.5539, 2.4501)  -0.5236
H (0.6228, 0.0128, 1.9329)  0.3564
H (0.3776, -0.4083, 0.1889)  0.0712
H (1.9456, -0.7745, 1.0472)  -0.2275
H (-0.3504, -2.6321, 0.7337)  0.4021
H (1.1451, -2.8357, 1.6689)  0.5722
H (-0.4157, -3.0797, 3.3940)  0.4075
H (0.1910, -1.4330, 3.5327)  0.5256
H (-2.2106, -1.7331, 3.8197)  0.3016
H (-3.5017, -1.9255, -0.1625)  0.4167
H (-1.8342, -1.2235, 0.0503)  0.2098
C (1.3045, 1.5414, -1.8083)  0.9297
O (0.6809, 0.5472, -1.5226)  -0.6440
N (0.8298, 2.7939, -1.7670)  0.2123
C (1.6695, 3.9121, -2.1475)  -0.6805
C (-0.5520, 2.9235, -1.3273)  -0.9271
H (2.3588, 1.4782, -2.1427)  -0.3478
H (1.7949, 4.6088, -1.3192)  0.3902
H (1.2365, 4.4408, -2.9991)  0.5086
H (2.6611, 3.4941, -2.4291)  -0.1310
H (-0.5963, 2.4898, -0.3235)  0.1515
H (-1.1825, 2.3409, -2.0014)  0.4307
H (-0.8945, 3.9539, -1.3100)  0.4122
Mg (3.4806, 2.4876, -3.7482)  1.1724
N (4.3053, -0.6236, -3.0254)  1.0337
O (3.9186, -1.0282, -1.8773)  -0.7486
O (3.7922, 0.4499, -3.5183)  -0.5366
O (5.1272, -1.2238, -3.6321)  -0.4302
Na (-1.6267, 0.7523, 0.4828)  0.7962
F (3.1071, 5.3869, -4.6282)  -0.6772
Cs (3.4425, -1.8269, -0.0842)  0.9954

## Properties
Total charge: +1
M in g mol⁻¹: 522.5
HOMO-LUMO gap in eV: 3.08
E_tot in Ha: -1714.51041
Maximum force in eV Å⁻¹: 9.920

---

No. 2
The following is a DFT calculation (ωB97M-V/def2-TZVPD) of C37H37N5O3PPd as an isolated structure.

Last column: Mulliken charge in e.
Cartesian coordinates (Å):
Pd (-0.6000, 0.7577, -1.1904)  0.1050
O (3.9286, 0.3087, -1.3009)  -0.7122
C (4.1687, 1.6253, -1.1586)  0.4189
C (5.5086, 2.0108, -1.0746)  -0.7302
C (5.8439, 3.3388, -0.9376)  -0.2814
C (4.8556, 4.3226, -0.8803)  -0.8582
C (3.5352, 3.9499, -0.9589)  -0.5784
C (3.1625, 2.6030, -1.0966)  0.0354
C (1.7407, 2.2523, -1.1564)  0.8219
O (1.4256, 0.9884, -1.2471)  0.2006
N (0.8515, 3.2296, -1.1042)  -1.1065
N (-0.3947, 2.7114, -1.1429)  0.2948
C (-1.4788, 3.3947, -0.9948)  -0.5648
C (-2.7230, 2.6256, -1.1164)  0.8156
C (-3.9701, 3.2223, -1.0520)  -0.9263
C (-5.1008, 2.4466, -1.2695)  -0.3218
C (-4.9462, 1.1018, -1.5629)  -1.0701
C (-3.6671, 0.5617, -1.5979)  -0.0062
N (-2.5807, 1.2885, -1.3619)  0.0941
H (2.9625, 0.1861, -1.3644)  0.2582
H (6.2624, 1.2396, -1.1245)  0.4736
H (6.8864, 3.6184, -0.8754)  0.3986
H (5.1247, 5.3630, -0.7772)  0.4292
H (2.7507, 4.6905, -0.9153)  0.4591
H (-1.4643, 4.4681, -0.8397)  0.4285
H (-4.0433, 4.2811, -0.8524)  0.4700
H (-6.0843, 2.8910, -1.2230)  0.4395
H (-5.7937, 0.4650, -1.7638)  0.4553
H (-3.5074, -0.4844, -1.8183)  0.6174
C (1.3381, -3.3900, 2.5037)  -0.7272
C (1.7020, -2.1238, 2.0671)  -0.5446
C (1.1081, -1.5803, 0.9411)  -0.3802
C (0.1465, -2.3064, 0.2397)  0.4015
C (-0.2166, -3.5772, 0.6809)  -0.2718
C (0.3800, -4.1157, 1.8107)  -0.9066
P (-0.5565, -1.5708, -1.2627)  2.3999
C (-2.1301, -2.4307, -1.5200)  0.1218
C (-3.0852, -2.3957, -0.5008)  0.0040
C (-4.3221, -2.9868, -0.6824)  -0.6850
C (-4.6229, -3.6098, -1.8889)  -0.7021
C (-3.6836, -3.6388, -2.9070)  -0.7390
C (-2.4373, -3.0521, -2.7250)  -0.8777
C (0.5280, -2.0958, -2.6110)  -0.0191
C (1.0319, -3.3964, -2.6477)  -0.0679
C (1.8627, -3.7874, -3.6820)  -0.7643
C (2.1996, -2.8834, -4.6822)  -0.5145
C (1.7050, -1.5893, -4.6488)  -0.7713
C (0.8699, -1.1938, -3.6136)  -0.3124
H (1.8039, -3.8138, 3.3827)  0.4312
H (2.4494, -1.5553, 2.6042)  0.5173
H (1.3736, -0.5815, 0.6234)  0.2018
H (-0.9613, -4.1523, 0.1477)  0.4448
H (0.0978, -5.1042, 2.1464)  0.4473
H (-2.8580, -1.9088, 0.4377)  0.3201
H (-5.0509, -2.9675, 0.1163)  0.4873
H (-5.5872, -4.0765, -2.0300)  0.4160
H (-3.9138, -4.1241, -3.8450)  0.4414
H (-1.7070, -3.0827, -3.5242)  0.4421
H (0.7862, -4.0981, -1.8605)  0.3868
H (2.2557, -4.7942, -3.7055)  0.4301
H (2.8557, -3.1896, -5.4849)  0.3936
H (1.9741, -0.8835, -5.4221)  0.4247
H (0.4904, -0.1762, -3.5810)  0.3927
C (1.0566, 3.2271, 2.2583)  -0.8765
N (0.6517, 2.1803, 3.1714)  0.2667
C (0.8509, 2.4451, 4.5861)  -0.6616
C (0.8513, 1.1478, 5.3650)  -0.6381
C (-0.4275, 0.4027, 5.0559)  -0.7334
N (-0.5823, 0.2516, 3.6206)  0.4945
C (-1.5040, -0.7691, 3.1888)  -0.7383
C (-0.1204, 1.1589, 2.7064)  0.1876
O (-0.3604, 1.0325, 1.4980)  -0.3232
H (2.0691, 3.5486, 2.5051)  0.4173
H (0.3931, 4.0968, 2.3226)  0.2734
H (1.0423, 2.8531, 1.2370)  0.0036
H (0.0701, 3.1180, 4.9657)  0.2857
H (1.8044, 2.9655, 4.6946)  0.3848
H (0.9254, 1.3458, 6.4329)  0.3752
H (1.7108, 0.5425, 5.0697)  0.2579
H (-1.2914, 0.9321, 5.4800)  0.3043
H (-0.4136, -0.5972, 5.4958)  0.3613
H (-1.2307, -1.7247, 3.6403)  0.3766
H (-1.4419, -0.8567, 2.1106)  -0.2814
H (-2.5327, -0.5262, 3.4767)  0.3829

## Properties
Total charge: +1
M in g mol⁻¹: 737.1
HOMO-LUMO gap in eV: 6.94
E_tot in Ha: -2400.76377
ΔE to the lowest compared entry with this formula, charge and spin in kJ/mol: 12.7
Maximum force in eV Å⁻¹: 0.798

---

No. 3
The following is a DFT calculation (ωB97M-V/def2-TZVPD) of a 3-piece molecular cluster, C20H45N3O4S overall.

Last column: Mulliken charge in e.
Cartesian coordinates (Å):
C (2.5771, 0.3802, 2.2190)  -0.8848
N (1.6181, 1.3225, 1.5762)  0.4595
C (2.2578, 2.5906, 1.1253)  -0.8455
C (0.8013, 0.6882, 0.5328)  -0.0993
O (-0.3651, 0.3294, 0.8542)  -0.5740
C (1.2246, 0.4521, -0.9841)  -0.8899
C (2.7767, 0.1336, -1.2076)  0.7991
C (3.0768, -1.4515, -1.4523)  -0.7276
C (4.5551, -1.7643, -0.9113)  -0.6568
C (5.6467, -0.6356, -1.3155)  -0.5446
S (4.9790, 0.7042, -2.4188)  1.1199
O (5.5763, 0.4945, -3.7807)  -0.6431
O (5.4721, 2.0165, -1.8344)  -0.6531
O (3.3071, 0.8008, -2.4168)  -0.3823
H (2.5155, 0.5134, 3.3599)  0.2866
H (3.6788, 0.6075, 1.9543)  0.3343
H (2.3732, -0.7202, 1.9568)  0.2980
H (1.4261, 3.3681, 0.9421)  0.2652
H (2.9443, 2.9691, 1.9597)  0.3715
H (2.8469, 2.5182, 0.1517)  0.2981
H (0.6506, -0.4842, -1.3332)  0.1607
H (0.8279, 1.2999, -1.6529)  0.3056
H (3.3938, 0.5419, -0.3405)  0.0885
H (2.2661, -2.1266, -1.0317)  0.4219
H (3.1289, -1.5846, -2.5971)  0.3119
H (4.9213, -2.7877, -1.2831)  0.3671
H (4.4929, -1.8365, 0.2321)  0.2586
H (5.9134, -0.1097, -0.3257)  0.2926
H (6.6290, -1.0791, -1.6983)  0.4027
C (-0.0011, -2.3232, -5.1626)  -1.4320
C (-1.2886, -2.3338, -4.3499)  -0.4053
N (-1.8599, -1.0097, -4.1486)  0.2495
C (-2.9198, -0.9857, -3.1417)  -0.6167
C (-4.1963, -1.7696, -3.4394)  -1.0886
C (-2.1282, -0.2292, -5.3517)  -0.7565
C (-3.0643, -0.8331, -6.3990)  -0.9800
H (0.7378, -1.6515, -4.7177)  0.2714
H (0.4293, -3.3282, -5.1845)  0.4408
H (-0.1703, -2.0212, -6.1984)  0.3209
H (-1.0469, -2.7634, -3.3722)  0.4533
H (-2.0021, -3.0188, -4.8251)  0.2550
H (-3.1868, 0.0538, -2.9232)  0.4309
H (-2.5005, -1.3673, -2.2032)  0.2858
H (-4.8192, -1.2627, -4.1770)  0.2274
H (-4.7943, -1.8552, -2.5269)  0.4224
H (-3.9923, -2.7843, -3.7882)  0.2713
H (-1.1718, -0.0135, -5.8398)  0.3876
H (-2.5096, 0.7571, -5.0661)  0.3775
H (-2.8472, -1.8849, -6.5991)  0.2494
H (-2.9539, -0.2933, -7.3434)  0.3753
H (-4.1107, -0.7447, -6.1041)  0.2668
C (-3.8760, 0.4082, 3.7984)  -1.3602
C (-3.2300, 0.8813, 5.0957)  -0.3294
N (-1.8967, 0.3339, 5.3195)  0.1394
C (-1.4029, 0.5544, 6.6764)  -0.6896
C (-1.1627, 1.9967, 7.1184)  -0.9402
C (-0.9224, 0.5564, 4.2554)  -0.7668
C (-0.6241, 1.9998, 3.8519)  -0.4407
H (-3.9016, -0.6831, 3.7461)  0.3244
H (-4.9064, 0.7704, 3.7459)  0.4324
H (-3.3527, 0.7889, 2.9184)  0.2412
H (-3.8831, 0.5609, 5.9140)  0.4571
H (-3.2261, 1.9788, 5.1089)  0.2667
H (-0.4797, -0.0176, 6.8206)  0.3379
H (-2.1207, 0.1034, 7.3720)  0.4199
H (-0.2591, 2.4115, 6.6709)  0.2143
H (-1.0206, 2.0283, 8.2034)  0.4003
H (-2.0046, 2.6516, 6.8839)  0.2628
H (-1.2627, 0.0221, 3.3628)  0.2729
H (0.0201, 0.0625, 4.5179)  0.2494
H (-1.5295, 2.6032, 3.7488)  0.3238
H (-0.1142, 2.0107, 2.8855)  -0.0210
H (0.0400, 2.4895, 4.5669)  0.2582

## Properties
Structure (SMILES): CN(C)C(=O)C[C@H]1CCCS(=O)(=O)O1.CCN(CC)CC.CCN(CC)CC
M in g mol⁻¹: 423.7
HOMO-LUMO gap in eV: 8.09
E_tot in Ha: -1652.28715
Maximum force in eV Å⁻¹: 6.503

---

No. 4
The following is a DFT calculation (ωB97M-V/def2-TZVPD) of C21H35Cl3F6N4O6P2S4Sn as an isolated structure.

Last column: Mulliken charge in e.
Cartesian coordinates (Å):
Sn (1.8281, -0.3977, -0.6951)  0.4777
Cl (-5.6861, 3.0973, 0.1476)  -0.0817
C (-3.9708, 3.3879, -0.1565)  0.6585
Cl (-3.6064, 5.1186, 0.0026)  -0.1052
Cl (-2.9729, 2.4477, 0.9541)  -0.0448
C (-3.6553, 2.9771, -1.5273)  -0.1692
N (-3.4035, 2.6636, -2.6010)  -0.3743
F (1.5967, -0.9821, 5.2767)  -0.1561
C (2.2583, -1.3996, 4.2260)  0.3996
F (3.5399, -1.0526, 4.3710)  -0.2322
F (2.2043, -2.7038, 4.0872)  -0.1634
S (1.6541, -0.5143, 2.6379)  0.9539
O (2.8634, 0.1609, 2.2355)  -0.6304
O (0.6440, 0.5232, 3.2200)  -0.4997
N (0.9735, -1.3002, 1.5450)  -0.6270
S (-1.7421, -2.4780, 4.5083)  0.6548
O (-0.3998, -2.1064, 3.9419)  -0.7139
O (-1.9901, -3.9320, 4.4096)  -0.7050
C (-1.2990, -2.3107, 6.3289)  0.5778
F (-0.2518, -3.0668, 6.6791)  -0.2448
F (-2.3350, -2.6534, 7.1134)  -0.2484
F (-0.9888, -1.0287, 6.6180)  -0.2533
N (3.9867, 1.8981, 0.2213)  -0.3582
C (2.7896, 2.5728, 0.2506)  0.4475
C (2.7430, 3.9632, 0.4127)  -0.9633
C (1.5256, 4.5997, 0.4068)  -0.6458
C (0.3602, 3.8520, 0.2464)  -0.7521
C (0.4817, 2.4946, 0.0763)  0.1452
N (1.6685, 1.8607, 0.0571)  0.7304
H (4.7826, 2.4552, 0.4898)  0.3018
H (3.9666, 1.0106, 0.7093)  0.1711
H (3.6643, 4.5100, 0.5616)  0.4271
H (1.4763, 5.6725, 0.5408)  0.4279
H (-0.6182, 4.3096, 0.2606)  0.2981
H (-0.3835, 1.8588, -0.0613)  0.1978
C (2.4356, 3.4030, -4.4023)  -1.4346
C (2.2546, 2.6603, -3.0816)  -0.2234
P (1.3508, 1.0611, -3.1544)  0.6204
C (2.0645, 0.2093, -4.6103)  -0.7065
C (3.5528, -0.0829, -4.4272)  -1.2790
C (-0.3321, 1.5413, -3.6855)  -0.0159
C (-1.1737, 0.3672, -4.1808)  -1.3727
H (2.9353, 4.3575, -4.2335)  0.4520
H (1.4809, 3.6155, -4.8839)  0.2796
H (3.0454, 2.8344, -5.1048)  0.2887
H (1.6973, 3.2778, -2.3703)  0.1627
H (3.2235, 2.4624, -2.6152)  0.4014
H (1.8855, 0.8068, -5.5082)  0.4757
H (1.5098, -0.7232, -4.7353)  0.4445
H (4.1333, 0.8351, -4.3244)  0.2866
H (3.9480, -0.6300, -5.2828)  0.4100
H (3.7306, -0.6865, -3.5353)  0.2583
H (-0.2595, 2.3088, -4.4600)  0.5288
H (-0.8109, 2.0067, -2.8208)  -0.3179
H (-0.7936, -0.0243, -5.1252)  0.3744
H (-2.2005, 0.6942, -4.3390)  0.4109
H (-1.1930, -0.4472, -3.4555)  0.2406
C (-4.4050, -0.7327, 0.0375)  -1.2154
C (-3.4726, -1.7163, 0.7161)  0.7303
C (-4.1695, -2.5797, 1.7467)  -1.5009
O (-2.4341, -0.9455, 1.3647)  -0.1291
P (-0.8124, -1.2656, 1.2846)  0.7962
S (-0.9760, 0.4008, 2.6466)  -0.0737
S (-0.6244, -0.6063, -0.7129)  0.0195
O (-1.0552, -2.8218, 1.3045)  -0.1038
C (-0.3157, -4.0382, 1.0104)  0.5262
C (0.3674, -3.9791, -0.3421)  -1.2021
C (0.6176, -4.4558, 2.1218)  -1.2166
H (-5.2002, -1.2711, -0.4802)  0.4683
H (-3.8624, -0.1281, -0.6919)  0.0716
H (-4.8615, -0.0723, 0.7771)  0.2905
H (-2.9970, -2.3442, -0.0415)  0.2009
H (-4.6098, -1.9509, 2.5225)  0.3006
H (-3.4743, -3.2686, 2.2243)  0.3186
H (-4.9665, -3.1542, 1.2695)  0.4311
H (-1.1332, -4.7598, 0.9590)  0.4068
H (1.2421, -3.3261, -0.3086)  -0.0230
H (-0.3088, -3.6345, -1.1237)  0.2579
H (0.7157, -4.9814, -0.5963)  0.5792
H (1.5113, -3.8373, 2.1343)  0.1560
H (0.9165, -5.4897, 1.9322)  0.5881
H (0.1194, -4.3969, 3.0865)  0.1380

## Properties
M in g mol⁻¹: 968.8
HOMO-LUMO gap in eV: 6.83
E_tot in Ha: -5961.21394
ΔE to the lowest compared entry with this formula, charge and spin in kJ/mol: 286.6
Maximum force in eV Å⁻¹: 0.147